Entry 1:
Density functional theory data (ωB97M-V/def2-TZVPD) for a structure of composition C4H8N2 at a distorted geometry.

Output
E ... -266.62708 hartree
Relative energy (zero: lowest compared OMol25 entry of this formula, charge and spin) ... 2.583 eV
Charge ... 0
Kohn-Sham gap ... 9.230 eV

Each line ends with the natural charge from an NBO analysis.
Element x y z (Å)
1 C -0.729 1.181 -0.687  -0.620
2 C -0.007 0.033 0.031  0.120
3 C 1.521 0.191 -0.055  -0.621
4 N -0.670 -1.604 -0.220  -0.885
5 C -0.510 -0.361 1.287  0.238
6 N -0.866 -0.432 2.388  -0.397
7 H -1.809 1.056 -0.631  0.232
8 H -0.407 1.249 -1.731  0.224
9 H -0.486 2.154 -0.221  0.238
10 H 1.858 0.240 -1.095  0.225
11 H 2.027 -0.616 0.475  0.231
12 H 1.841 1.137 0.422  0.241
13 H -0.099 -2.392 0.093  0.381
14 H -1.663 -1.836 -0.057  0.395

---

Entry 2:
Density functional theory data (ωB97M-V/def2-TZVPD) for a structure of composition C7H9N2O at a distorted geometry.

Output
E ... -456.47555 hartree
Relative energy (zero: lowest compared OMol25 entry of this formula, charge and spin) ... 4.876 eV
Charge ... +1
Kohn-Sham gap (spin up / spin down) ... 7.334 / 7.322 eV

Each line ends with the natural charge from an NBO analysis.
Element x y z (Å)
1 C 1.112 1.534 0.834  -0.328
2 C 2.076 0.902 1.686  0.138
3 C 0.265 0.599 0.331  -0.024
4 C 0.912 -0.929 1.295  0.386
5 C -0.209 -2.043 -0.307  0.377
6 C -1.067 0.360 -0.340  -0.099
7 C -1.312 1.249 -1.553  -0.652
8 N -0.933 -1.082 -0.852  -0.494
9 N 0.644 -2.067 0.651  -0.537
10 O 1.920 -0.414 1.926  -0.339
11 H 1.139 2.604 0.571  0.272
12 H 2.866 1.457 2.233  0.235
13 H -0.358 -2.958 -0.717  0.211
14 H -1.943 0.587 0.330  0.242
15 H -1.302 2.301 -1.292  0.245
16 H -2.369 1.113 -1.938  0.235
17 H -0.652 1.244 -2.462  0.245
18 H -1.535 -1.509 -1.545  0.437
19 H 0.747 -2.948 1.150  0.449

---

Entry 3:
Density functional theory data (ωB97M-V/def2-TZVPD) for a cluster of 7 separate species, C11H35N4O7 in total at a distorted geometry.

Output
E ... -1185.67138 hartree
⟨S²⟩ ... 0.75
2S+1 ... 2
Charge ... 0
Kohn-Sham gap (spin up / spin down) ... 9.787 / 7.385 eV

Each line ends with the Mulliken spin population.
Element x y z (Å)
1 C -0.007 0.618 -0.484  -0.028
2 O -0.324 2.028 -0.413  0.937
3 H 0.330 0.336 -1.481  0.056
4 H 0.852 0.359 0.136  0.021
5 H -0.873 0.028 -0.185  0.004
6 C 0.838 -0.723 3.378  0.000
7 C 1.707 -0.312 4.624  0.000
8 O 2.704 -1.191 5.065  0.000
9 H 0.551 -1.761 3.547  0.000
10 H 1.478 -0.778 2.497  0.000
11 H -0.044 -0.096 3.244  0.000
12 H 1.002 -0.311 5.455  0.000
13 H 1.887 0.760 4.541  0.000
14 H 3.502 -1.076 4.545  0.000
15 C -3.041 1.223 1.796  0.005
16 C -3.746 2.244 0.999  -0.003
17 O -3.261 2.154 -0.317  0.001
18 H -1.956 1.324 1.827  -0.002
19 H -3.318 0.205 1.523  0.000
20 H -3.350 1.307 2.838  0.000
21 H -3.584 3.252 1.381  0.000
22 H -4.780 1.910 1.087  0.000
23 H -2.304 2.127 -0.241  -0.003
24 C -2.373 -2.714 -0.191  0.000
25 C -2.099 -2.839 -1.656  0.000
26 O -3.222 -3.565 -2.344  0.000
27 H -3.413 -2.554 0.094  0.000
28 H -1.645 -2.019 0.229  0.001
29 H -2.254 -3.706 0.244  0.000
30 H -1.081 -3.213 -1.766  0.000
31 H -2.029 -1.893 -2.193  0.001
32 H -2.959 -3.599 -3.267  0.000
33 C 1.237 3.824 3.514  -0.001
34 C 1.640 2.858 2.391  0.004
35 O 1.223 3.392 1.156  0.016
36 H 0.155 3.944 3.547  0.000
37 H 1.784 4.763 3.423  0.000
38 H 1.685 3.402 4.414  0.000
39 H 1.055 1.941 2.452  -0.004
40 H 2.718 2.701 2.422  0.000
41 H 0.764 2.730 0.634  -0.006
42 C 1.398 1.271 -4.326  0.000
43 O 0.769 2.141 -3.692  0.000
44 N 2.671 1.163 -4.303  0.000
45 N 0.816 0.497 -5.160  0.000
46 H 3.080 0.345 -4.729  0.000
47 H 3.163 1.649 -3.567  0.000
48 H -0.081 0.798 -5.513  0.000
49 H 1.389 -0.228 -5.566  0.000
50 C 1.375 -3.047 -3.216  0.000
51 O 1.094 -2.883 -4.372  0.000
52 N 1.527 -2.003 -2.446  0.001
53 N 1.485 -4.246 -2.631  0.000
54 H 1.695 -2.190 -1.468  0.000
55 H 1.381 -1.077 -2.821  -0.004
56 H 1.629 -4.150 -1.636  0.000
57 H 1.164 -5.120 -3.023  0.000

---

Entry 4:
Density functional theory data (ωB97M-V/def2-TZVPD) for a cluster of 4 separate species, C28H66N3O8S in total at a distorted geometry.

Output
E ... -2269.98257 hartree
Charge ... +1
Kohn-Sham gap ... 7.251 eV

Each line ends with the Löwdin charge.
Element x y z (Å)
1 C -0.059 -3.752 -0.557  -0.083
2 C 0.945 -3.119 -1.708  -0.228
3 O 0.519 -1.738 -1.996  -0.225
4 C 1.421 -0.759 -1.345  -0.303
5 S 0.810 -0.419 0.433  1.103
6 C -0.960 0.190 0.378  -0.228
7 C -1.920 -0.993 1.311  -0.140
8 C -1.799 -0.801 3.024  -0.075
9 O -1.100 -2.013 2.149  -0.250
10 C 1.970 0.912 1.161  -0.446
11 C 2.553 1.866 -0.070  -0.126
12 C 3.318 0.201 1.846  -0.235
13 C 3.037 -0.361 3.374  -0.119
14 H -1.118 -3.212 -0.521  0.082
15 H -0.155 -4.904 -0.777  0.100
16 H 0.456 -3.561 0.479  0.072
17 H 0.822 -3.789 -2.687  0.144
18 H 2.061 -3.235 -1.376  0.126
19 H 1.357 0.228 -2.013  0.140
20 H 2.560 -1.096 -1.347  0.126
21 H -1.148 1.210 0.929  0.097
22 H -1.488 0.110 -0.663  0.118
23 H -3.035 -1.323 0.836  0.189
24 H -1.769 -1.618 3.836  0.145
25 H -2.995 -0.812 3.015  0.075
26 H 1.418 1.609 1.942  0.129
27 H 3.136 2.748 0.440  0.107
28 H 1.729 2.215 -0.824  0.091
29 H 3.374 1.200 -0.618  0.076
30 H 4.150 1.036 1.852  0.129
31 H 3.661 -0.677 1.135  0.116
32 H 3.583 -1.416 3.496  0.094
33 H 1.905 -0.449 3.656  0.080
34 H 3.642 0.371 4.096  0.094
35 C -0.677 7.699 3.250  -0.111
36 O -0.166 6.816 4.242  -0.204
37 C -1.014 6.712 5.393  -0.199
38 C -1.651 5.315 5.468  -0.203
39 N -2.653 5.132 4.413  -0.053
40 C -3.111 3.745 4.274  -0.188
41 C -2.067 2.697 3.840  -0.213
42 O -1.593 2.871 2.505  -0.213
43 C -0.514 3.789 2.377  -0.092
44 H 0.094 7.835 2.488  0.089
45 H -1.561 7.273 2.770  0.074
46 H -0.918 8.677 3.680  0.091
47 H -1.775 7.503 5.422  0.124
48 H -0.370 6.846 6.267  0.121
49 H -2.129 5.189 6.446  0.125
50 H -0.846 4.580 5.380  0.098
51 H -2.259 5.429 3.525  0.066
52 H -3.909 3.756 3.520  0.121
53 H -3.575 3.426 5.214  0.121
54 H -2.568 1.722 3.851  0.100
55 H -1.235 2.610 4.547  0.114
56 H 0.132 3.801 3.259  0.096
57 H -0.899 4.787 2.170  0.077
58 H 0.087 3.488 1.515  0.069
59 C -7.780 -2.710 0.817  -0.114
60 O -7.625 -4.109 0.610  -0.201
61 C -8.219 -4.567 -0.611  -0.199
62 C -7.133 -5.002 -1.608  -0.203
63 N -6.389 -3.846 -2.119  -0.056
64 C -5.184 -4.211 -2.873  -0.193
65 C -4.062 -4.936 -2.103  -0.210
66 O -3.425 -4.130 -1.114  -0.212
67 C -4.084 -4.112 0.147  -0.097
68 H -7.438 -2.477 1.828  0.088
69 H -7.168 -2.145 0.110  0.071
70 H -8.829 -2.413 0.727  0.090
71 H -8.892 -3.819 -1.051  0.123
72 H -8.824 -5.442 -0.355  0.121
73 H -7.603 -5.528 -2.446  0.125
74 H -6.470 -5.700 -1.090  0.100
75 H -6.111 -3.258 -1.339  0.064
76 H -4.769 -3.274 -3.268  0.117
77 H -5.475 -4.814 -3.741  0.119
78 H -3.281 -5.183 -2.831  0.120
79 H -4.387 -5.894 -1.683  0.112
80 H -4.593 -5.054 0.366  0.097
81 H -4.783 -3.278 0.188  0.063
82 H -3.330 -3.941 0.921  0.079
83 C 5.380 -1.229 -6.317  -0.112
84 O 6.648 -1.187 -5.674  -0.201
85 C 7.360 0.034 -5.911  -0.198
86 C 7.453 0.862 -4.619  -0.201
87 N 6.145 1.412 -4.247  -0.055
88 C 6.116 1.995 -2.900  -0.192
89 C 6.356 1.041 -1.713  -0.210
90 O 5.318 0.081 -1.522  -0.229
91 C 5.450 -1.096 -2.310  -0.091
92 H 4.979 -2.240 -6.211  0.089
93 H 4.683 -0.534 -5.842  0.072
94 H 5.472 -1.000 -7.383  0.091
95 H 6.922 0.617 -6.731  0.124
96 H 8.372 -0.249 -6.214  0.122
97 H 8.162 1.684 -4.768  0.125
98 H 7.844 0.208 -3.835  0.100
99 H 5.449 0.674 -4.290  0.064
100 H 5.121 2.441 -2.777  0.113
101 H 6.836 2.820 -2.853  0.121
102 H 6.362 1.655 -0.804  0.118
103 H 7.339 0.558 -1.749  0.114
104 H 6.495 -1.359 -2.497  0.097
105 H 4.910 -0.976 -3.248  0.071
106 H 4.980 -1.921 -1.769  0.080

---

Entry 5:
Density functional theory data (ωB97M-V/def2-TZVPD) for a cluster of 10 separate species, C52H66F13N2O28 in total at a distorted geometry.

Output
E ... -5534.52628 hartree
Relative energy (zero: lowest compared OMol25 entry of this formula, charge and spin) ... 10.487 eV
Charge ... +1
Kohn-Sham gap ... 4.001 eV

Each line ends with the Löwdin charge.
Element x y z (Å)
1 C 3.292 -4.203 -2.289  -0.108
2 C 1.755 -4.078 -1.643  -0.164
3 C 1.582 -2.578 -0.946  -0.171
4 F 2.758 -1.684 -1.170  -0.105
5 C 0.125 -1.861 -1.294  -0.002
6 C -0.908 -1.806 -0.048  0.128
7 C -2.259 -1.040 -0.513  -0.015
8 C -3.507 -0.813 0.520  -0.145
9 C -3.199 -1.151 2.091  -0.100
10 C -2.878 0.249 2.940  -0.033
11 F -4.055 0.919 3.608  -0.054
12 C -1.532 0.866 3.079  -0.002
13 F -0.901 0.807 4.436  -0.025
14 F -0.947 1.530 1.891  0.000
15 C -2.252 -0.545 -2.021  -0.063
16 C -3.616 0.301 -2.502  -0.097
17 C -3.046 1.546 -3.464  -0.166
18 C -2.157 2.603 -2.583  -0.325
19 C -3.261 3.610 -1.832  -0.071
20 C -1.152 3.565 -3.449  -0.162
21 C 0.421 3.525 -2.947  -0.190
22 C 0.600 3.928 -1.338  -0.095
23 C 1.809 3.298 -0.671  -0.222
24 C 1.692 1.856 0.167  -0.081
25 C 3.334 3.936 -0.747  -0.081
26 N -1.271 -0.689 -3.086  0.170
27 N -0.189 -1.331 -2.617  -0.073
28 C 0.895 -1.523 -3.701  -0.089
29 C 0.426 -0.905 -5.182  -0.174
30 C 0.617 0.724 -5.298  -0.179
31 C 2.180 1.208 -5.201  -0.239
32 O 2.959 0.565 -6.288  -0.128
33 H 3.377 -3.578 -3.300  0.085
34 H 3.584 -5.336 -2.518  0.090
35 H 4.125 -3.819 -1.538  0.089
36 H 0.922 -4.297 -2.456  0.117
37 H 1.700 -4.953 -0.837  0.099
38 H 1.628 -2.815 0.226  0.157
39 H -0.653 -2.266 0.994  0.117
40 H -3.842 0.332 0.485  0.137
41 H -4.434 -1.433 0.138  0.147
42 H -4.227 -1.545 2.553  0.139
43 H -2.419 -2.000 2.284  0.110
44 H -4.357 -0.398 -3.085  0.136
45 H -4.161 0.834 -1.615  0.097
46 H -4.031 2.136 -3.794  0.115
47 H -2.549 1.171 -4.453  0.106
48 H -1.528 2.131 -1.717  0.116
49 H -4.017 4.006 -2.633  0.067
50 H -3.787 2.930 -1.012  0.082
51 H -2.676 4.517 -1.376  0.085
52 H -1.140 3.263 -4.588  0.116
53 H -1.509 4.692 -3.309  0.110
54 H 0.913 2.468 -3.060  0.076
55 H 1.084 4.264 -3.611  0.114
56 H -0.158 4.625 -0.783  0.107
57 H 2.647 1.172 -0.027  0.077
58 H 0.760 1.252 -0.234  0.055
59 H 1.634 2.029 1.327  0.067
60 H 3.466 4.384 -1.839  0.093
61 H 3.552 4.749 0.069  0.097
62 H 4.157 3.075 -0.671  0.059
63 H 1.891 -0.943 -3.449  0.137
64 H 1.082 -2.678 -3.936  0.138
65 H 1.226 -1.366 -5.941  0.126
66 H -0.608 -1.310 -5.547  0.119
67 H -0.107 1.211 -4.519  0.068
68 H 0.248 1.017 -6.395  0.143
69 H 2.199 2.376 -5.440  0.140
70 H 2.671 1.092 -4.139  0.120
71 H 3.396 -0.277 -5.966  0.101
72 C 0.523 3.043 5.120  -0.099
73 C 1.561 3.383 6.133  -0.325
74 O 2.079 4.611 5.675  0.147
75 C 1.049 5.205 5.010  -0.498
76 O 1.019 6.387 4.709  0.154
77 O 0.048 4.316 4.728  0.077
78 F 2.559 2.471 6.126  0.079
79 H 0.936 2.526 4.247  0.133
80 H -0.284 2.436 5.539  0.128
81 H 1.173 3.504 7.150  0.181
82 C 5.591 -8.554 -0.608  -0.064
83 C 6.066 -7.189 -0.244  -0.322
84 O 4.954 -6.368 -0.521  0.119
85 C 3.867 -7.170 -0.335  -0.486
86 O 2.726 -6.758 -0.212  0.108
87 O 4.214 -8.493 -0.296  0.089
88 F 7.087 -6.805 -1.043  0.090
89 H 5.713 -8.775 -1.673  0.155
90 H 6.090 -9.336 -0.028  0.152
91 H 6.353 -7.078 0.807  0.182
92 C 0.432 -7.008 2.208  -0.084
93 C -0.752 -6.187 2.588  -0.336
94 O -1.736 -7.148 2.894  0.143
95 C -1.044 -8.234 3.339  -0.492
96 O -1.546 -9.162 3.952  0.152
97 O 0.285 -8.154 3.023  0.086
98 F -1.186 -5.452 1.539  0.063
99 H 0.420 -7.308 1.155  0.144
100 H 1.377 -6.498 2.417  0.143
101 H -0.589 -5.538 3.456  0.176
102 C -5.710 6.462 -4.600  -0.064
103 C -7.189 6.397 -4.428  -0.327
104 O -7.470 5.018 -4.511  0.151
105 C -6.347 4.399 -4.051  -0.497
106 O -6.300 3.227 -3.714  0.127
107 O -5.279 5.253 -4.007  0.043
108 F -7.821 7.022 -5.446  0.087
109 H -5.406 6.479 -5.652  0.154
110 H -5.270 7.325 -4.093  0.151
111 H -7.547 6.788 -3.470  0.180
112 C -3.041 -8.703 7.026  -0.081
113 C -4.363 -8.065 6.766  -0.335
114 O -5.032 -8.179 8.002  0.143
115 C -4.046 -8.169 8.941  -0.501
116 O -4.235 -7.974 10.131  0.149
117 O -2.816 -8.397 8.388  0.074
118 F -5.060 -8.760 5.839  0.082
119 H -3.062 -9.790 6.897  0.155
120 H -2.249 -8.290 6.395  0.127
121 H -4.304 -7.011 6.475  0.174
122 C -7.321 0.330 2.828  -0.083
123 C -7.720 -0.607 3.916  -0.335
124 O -9.079 -0.867 3.645  0.149
125 C -9.202 -0.737 2.295  -0.499
126 O -10.153 -1.149 1.652  0.156
127 O -8.125 -0.096 1.747  0.070
128 F -7.634 -0.007 5.125  0.086
129 H -7.552 1.374 3.063  0.156
130 H -6.259 0.252 2.581  0.113
131 H -7.160 -1.548 3.926  0.174
132 C 8.646 4.015 -0.780  -0.071
133 C 8.247 3.078 0.308  -0.338
134 O 6.888 2.818 0.037  0.122
135 C 6.765 2.948 -1.314  -0.498
136 O 5.814 2.537 -1.957  0.110
137 O 7.842 3.590 -1.862  0.080
138 F 8.333 3.678 1.517  0.087
139 H 8.415 5.060 -0.546  0.151
140 H 9.708 3.938 -1.027  0.148
141 H 8.807 2.137 0.318  0.178
142 C 4.353 -1.031 1.331  -0.096
143 C 4.605 -1.447 2.740  -0.329
144 O 5.907 -0.970 2.996  0.152
145 C 6.046 0.127 2.200  -0.482
146 O 6.921 0.966 2.337  0.160
147 O 5.079 0.178 1.233  0.072
148 F 4.616 -2.794 2.851  0.076
149 H 4.742 -1.749 0.602  0.144
150 H 3.291 -0.868 1.130  0.115
151 H 3.907 -1.018 3.467  0.178
152 C 1.446 8.698 -2.879  -0.071
153 C 1.047 7.760 -1.791  -0.336
154 O -0.312 7.500 -2.062  0.129
155 C -0.435 7.630 -3.413  -0.503
156 O -1.386 7.219 -4.056  0.128
157 O 0.642 8.272 -3.961  0.079
158 F 1.133 8.360 -0.583  0.086
159 H 1.215 9.742 -2.645  0.152
160 H 2.508 8.620 -3.126  0.148
161 H 1.607 6.819 -1.781  0.162

---

Entry 6:
Density functional theory data (ωB97M-V/def2-TZVPD) for the ion C9H11N2O with charge +1 at a distorted geometry.

Output
E ... -533.98286 hartree
Relative energy (zero: lowest compared OMol25 entry of this formula, charge and spin) ... 1.890 eV
Charge ... +1
Kohn-Sham gap ... 8.861 eV

Each line ends with the natural charge from an NBO analysis.
Element x y z (Å)
1 C -2.923 -0.518 -0.044  -0.192
2 C -2.969 0.895 -0.027  -0.142
3 C -1.706 -1.180 0.045  -0.136
4 C -1.786 1.588 0.075  -0.228
5 C -0.508 -0.453 0.226  -0.263
6 C -0.562 0.911 0.222  0.198
7 C 1.770 0.921 0.203  0.368
8 C 0.744 -1.205 0.245  0.630
9 C 1.239 -1.725 -1.158  -0.689
10 N 0.653 1.613 0.543  -0.600
11 N 2.945 1.359 -0.026  -0.726
12 O 1.402 -1.714 1.325  -0.626
13 H -3.722 -1.132 -0.077  0.228
14 H -3.849 1.400 0.154  0.234
15 H -1.528 -2.226 0.042  0.221
16 H -1.715 2.645 0.265  0.224
17 H 2.314 -1.681 -1.158  0.241
18 H 0.949 -0.935 -1.899  0.249
19 H 0.878 -2.777 -1.447  0.268
20 H 0.533 2.653 0.350  0.398
21 H 3.618 0.640 -0.085  0.426
22 H 3.158 2.332 0.037  0.403
23 H 1.066 -1.413 2.189  0.514